No. 1
# C6H8S

C6H8S in the gas phase at a distorted geometry (ωB97M-V/def2-TZVPD, the OMol25 dataset).

Its total energy is -631.48398 hartree. The value obtained for the strongest force on any atom is 0.1024 Eh/bohr. For the HOMO energy, the calculation gives -7.416 eV. The structure (SMILES) is S[C@@]12C=CC[C@@H]1C2. The value obtained for the energy above the lowest of the compared OMol25 structures with the same formula, charge and spin is 67.3 kcal per mole. As for the total charge: 0. The HOMO-LUMO gap comes out at 8.386 eV.

```
15
C6H8S ωB97M-V/def2-TZVPD
S 2.814 0.179 -0.315
C 1.120 0.147 -0.038
C 0.371 1.309 0.318
C -0.900 1.290 -0.125
C -1.211 0.017 -0.842
C 0.077 -0.804 -0.655
C 0.348 -1.451 0.610
H 2.898 0.826 0.773
H 0.868 1.887 1.054
H -1.725 2.056 -0.051
H -2.118 -0.291 -0.389
H -1.282 0.022 -1.884
H 0.582 -1.286 -1.522
H -0.290 -1.400 1.496
H 1.076 -2.183 0.518
```

=====

No. 2
# C44H30Cl2NO15

A 8-piece molecular cluster, C44H30Cl2NO15 overall at a distorted geometry (ωB97M-V/def2-TZVPD, the OMol25 dataset).

Its total energy is -3798.15461 hartree. The value obtained for the strongest force on any atom is 0.0637 Eh/bohr. For the HOMO energy, the calculation gives -2.701 eV. As for the total charge: -1. The HOMO-LUMO gap comes out at 2.227 eV.

```
92
C44H30Cl2NO15 ωB97M-V/def2-TZVPD
O -6.574 3.551 -3.289
C -5.551 3.131 -3.627
Cl -4.591 2.221 -2.374
C -5.070 3.344 -5.081
N -4.254 4.532 -5.217
Cl -2.564 4.052 -5.339
H -5.983 3.435 -5.684
H -4.486 2.494 -5.468
C 0.871 0.099 -3.444
C -0.102 0.879 -3.912
C -1.509 0.412 -3.955
O -2.390 1.120 -4.378
C -1.789 -0.957 -3.452
C -0.815 -1.734 -2.983
C 0.588 -1.261 -2.944
O 1.478 -1.973 -2.509
H 1.903 0.422 -3.402
H 0.083 1.881 -4.278
H -2.822 -1.281 -3.488
H -0.997 -2.736 -2.610
C 0.478 2.038 1.901
C 0.215 1.868 0.608
C 1.099 2.436 -0.438
O 0.855 2.275 -1.613
C 2.287 3.203 0.012
C 2.549 3.374 1.305
C 1.664 2.802 2.349
O 1.900 2.949 3.532
H -0.154 1.631 2.681
H -0.646 1.311 0.260
H 2.921 3.610 -0.767
H 3.410 3.930 1.654
C 2.028 -7.611 -0.544
C 0.855 -7.041 -0.809
C 0.771 -5.796 -1.608
O -0.302 -5.276 -1.845
C 2.039 -5.209 -2.100
C 3.212 -5.780 -1.835
C 3.297 -7.027 -1.037
O 4.367 -7.550 -0.796
H 2.110 -8.519 0.040
H -0.078 -7.451 -0.460
H 1.955 -4.297 -2.678
H 4.149 -5.365 -2.183
C -0.217 -6.015 3.819
C -0.792 -5.088 4.582
C -1.957 -4.307 4.097
O -2.481 -3.462 4.791
C -2.456 -4.600 2.731
C -1.880 -5.527 1.969
C -0.718 -6.307 2.455
O -0.194 -7.155 1.759
H 0.634 -6.594 4.154
H -0.442 -4.860 5.581
H -3.306 -4.021 2.395
H -2.229 -5.753 0.969
C -1.476 3.577 -8.740
C -0.637 4.307 -9.473
C -0.938 4.649 -10.880
O -0.171 5.314 -11.551
C -2.213 4.149 -11.447
C -3.055 3.419 -10.720
C -2.754 3.075 -9.306
O -3.524 2.410 -8.650
H -1.272 3.320 -7.708
H 0.298 4.683 -9.077
H -2.416 4.410 -12.478
H -3.989 3.045 -11.118
C 4.726 -0.848 6.989
C 3.715 -1.677 6.740
C 2.479 -1.203 6.069
O 1.558 -1.960 5.845
C 2.413 0.229 5.685
C 3.427 1.056 5.934
C 4.661 0.583 6.604
O 5.586 1.336 6.830
H 5.635 -1.174 7.478
H 3.745 -2.724 7.013
H 1.505 0.559 5.196
H 3.399 2.102 5.660
C 1.055 3.732 6.437
C 1.020 4.643 7.408
C -0.125 4.726 8.346
O -0.158 5.557 9.229
C -1.231 3.754 8.162
C -1.198 2.843 7.193
C -0.052 2.759 6.255
O -0.025 1.925 5.374
H 1.879 3.658 5.743
H 1.817 5.360 7.557
H -2.058 3.830 8.857
H -1.996 2.127 7.044
```

=====

Number 1: LUMO level 0.97 eV. Number 2: LUMO level -0.47 eV.